(1)
Density functional theory data (the ωB97M-V functional and the def2-TZVPD basis) for one molecule with the formula C5H5NO2.

Properties
energy above the lowest of the compared OMol25 structures with the same formula, charge and spin: 104.4 kcal per mole
orbital gap: 8.72 eV
multiplicity: 1

XYZ file:
```
13
Properties=species:S:1:pos:R:3:forces:R:3:mulliken_charge:R:1
C -0.399075 1.998459 0.152227 2.0 -0.3 -1.6 -0.908
C 0.173677 0.793764 0.027455 -0.6 1.5 0.4 0.338
C 1.889293 -0.579257 -0.235412 2.8 1.3 2.0 -0.151
C 0.857405 -1.388013 -0.019100 -2.8 -0.8 -0.6 -0.311
C -1.688650 -0.821125 0.232513 -7.2 0.7 -3.5 0.148
H 0.140744 2.953696 -0.155673 -0.7 -1.6 1.0 0.254
H -1.412003 1.894200 0.046814 -2.6 0.6 0.1 0.404
H 3.070394 -0.729439 -0.125824 -3.1 -0.1 -0.9 0.292
H 0.707498 -2.440181 -0.291863 0.5 0.5 0.6 0.343
H -1.904159 -1.861098 0.768465 -0.3 2.2 -1.2 0.263
N -0.441419 -0.597790 0.109287 9.2 3.6 -0.3 0.235
O 1.562762 0.785660 -0.068839 -0.9 -3.1 -0.5 -0.301
O -2.556461 -0.008879 -0.440045 3.6 -4.2 4.5 -0.607
```
Forces are in eV/Å.

(2)
Density functional theory data (the ωB97M-V functional and the def2-TZVPD basis) for one molecule with the formula C5H5NO2.

Properties
energy above the lowest of the compared OMol25 structures with the same formula, charge and spin: 183.5 kcal per mole
orbital gap (spin up / spin down): 7.92 / 7.37 eV
multiplicity: 1

XYZ file:
```
13
Properties=species:S:1:pos:R:3:forces:R:3:mulliken_charge:R:1
C 1.330392 -0.784867 -0.076645 3.1 -2.9 3.1 0.128
C -1.060222 -0.250019 0.163961 -1.5 -1.5 0.1 0.396
C -0.754464 1.010491 0.068612 0.3 1.4 0.4 -0.051
C -0.044871 -1.280625 -0.060351 -0.9 1.0 -2.4 0.500
C -0.350570 2.239015 -0.044368 0.6 1.4 -0.1 -0.976
O 0.864769 -1.706902 0.868913 -2.0 -1.2 1.2 -0.373
O -2.408945 -0.523763 0.196734 0.2 -1.4 0.4 -0.486
N 2.592320 -0.779571 0.116733 0.0 3.3 -2.2 -0.618
H -2.521225 -1.488735 0.247510 -0.2 0.3 0.1 0.333
H 2.990692 0.000550 -0.417634 0.4 -0.4 -0.4 0.230
H -0.287906 -1.954802 -0.871190 -0.2 -0.7 -0.1 0.351
H 0.709865 2.465428 -0.074209 0.1 0.3 0.4 0.278
H -1.059835 3.053800 -0.118066 0.0 0.2 -0.4 0.288
```
Forces are in eV/Å.

(3)
Density functional theory data (the ωB97M-V functional and the def2-TZVPD basis) for one molecule with the formula C5H5NO2.

Properties
energy above the lowest of the compared OMol25 structures with the same formula, charge and spin: 120.1 kcal per mole
orbital gap: 8.19 eV
multiplicity: 1

XYZ file:
```
13
Properties=species:S:1:pos:R:3:forces:R:3:mulliken_charge:R:1
C 1.627049 -0.211373 -0.422915 2.5 -1.7 -0.3 -0.273
C -0.336054 -0.901528 0.441072 -1.8 -2.3 -0.3 0.194
C -1.754500 0.829496 -0.171632 -0.4 2.5 1.3 -0.401
C -0.350704 0.543077 0.244264 -1.4 0.8 -0.2 0.291
C 0.930313 0.946281 0.073229 -1.3 1.4 2.1 -0.398
H 2.504373 -0.492326 0.171411 0.5 0.4 -0.6 0.296
H 1.894210 0.022715 -1.517213 -0.2 -0.8 1.4 0.239
H -0.315420 -1.362436 1.485819 -0.2 1.1 -1.0 0.203
H -2.276697 1.808708 -0.374655 1.0 -1.1 0.4 0.367
H 1.398983 1.723073 0.706887 -0.2 0.5 -1.8 0.311
N -2.483699 -0.203458 -0.318945 1.9 -1.0 -0.2 -0.255
O 0.802385 -1.370444 -0.213267 -0.4 0.4 -1.0 -0.336
O -1.640234 -1.331784 -0.104053 0.0 -0.4 0.3 -0.237
```
Forces are in eV/Å.

(4)
Density functional theory data (the ωB97M-V functional and the def2-TZVPD basis) for C5H5NO3S as an isolated structure.

Properties
energy above the lowest of the compared OMol25 structures with the same formula, charge and spin: 14.9 kcal per mole
orbital gap: 9.97 eV
multiplicity: 1

XYZ file:
```
15
Properties=species:S:1:pos:R:3:forces:R:3:mulliken_charge:R:1
C 0.445573 1.524891 1.189300 -0.5 -1.6 1.2 -0.345
C 1.111527 2.505518 1.850804 -0.2 1.6 0.5 -0.212
C 1.186650 1.053096 0.068338 -0.3 0.7 0.4 0.581
C -0.485340 -0.704181 -0.638146 1.5 1.5 2.5 0.765
C -1.441812 -2.661747 -1.378363 -1.3 0.9 -1.6 -0.659
N 2.319680 1.716544 -0.107765 -0.9 -1.5 -1.9 -0.536
O 0.778420 0.018846 -0.794471 -1.1 -0.2 0.6 -0.299
O -1.410870 -0.431186 0.102119 1.3 0.1 -1.5 -0.554
O -0.333691 -1.805592 -1.306994 2.0 0.7 0.3 -0.288
S 2.468173 2.920162 0.948949 0.6 -0.1 0.3 0.051
H -0.359388 0.955500 1.641356 -0.2 0.4 -0.4 0.312
H 0.884142 3.140872 2.736713 -0.2 -1.0 -0.8 0.333
H -0.980119 -3.548113 -1.911884 -1.6 0.8 0.9 0.213
H -2.126737 -1.974070 -1.926752 -0.2 -1.5 -0.8 0.319
H -2.056207 -2.710541 -0.473204 1.0 -0.9 0.4 0.321
```
Forces are in eV/Å.

(5)
Density functional theory data (the ωB97M-V functional and the def2-TZVPD basis) for one molecule with the formula C5H5NO4.

Properties
energy above the lowest of the compared OMol25 structures with the same formula, charge and spin: 95.9 kcal per mole
orbital gap: 8.99 eV
multiplicity: 1

XYZ file:
```
15
Properties=species:S:1:pos:R:3:forces:R:3:mulliken_charge:R:1
C -0.981538 -0.105209 0.226570 3.4 0.7 -0.6 -0.619
C -0.084625 -0.229651 -0.752070 -2.1 0.1 0.0 -0.631
C 2.147165 0.648718 -1.185359 0.3 0.2 0.0 -0.109
C -0.177095 0.174795 1.490877 -1.6 2.6 -1.3 -0.393
C 1.238380 -0.135300 -0.262572 1.9 -1.5 1.9 1.003
N 1.878883 -1.835337 -0.287424 -1.4 3.0 0.3 0.923
O 2.612583 -2.022938 -1.204134 0.9 -1.1 -0.8 -0.584
O 3.148257 1.222473 -0.866194 -0.4 -0.2 -0.2 -0.432
O 1.470973 -2.568872 0.566417 0.2 -0.2 -0.1 -0.571
O 1.187265 0.158618 1.098734 0.1 0.5 -1.5 -0.402
H -1.982967 -0.190349 0.002396 -2.2 0.1 0.4 0.504
H -0.300885 -0.293950 -1.789862 -0.2 -0.4 -0.7 0.437
H 1.679297 0.690163 -2.203967 0.7 0.1 0.2 0.266
H -0.487638 1.215685 1.938627 0.7 -2.3 -0.3 0.297
H -0.329709 -0.702319 2.000784 -0.4 -1.5 2.7 0.310
```
Forces are in eV/Å.

(6)
Density functional theory data (the ωB97M-V functional and the def2-TZVPD basis) for one molecule with the formula C5H5NOS.

Properties
energy above the lowest of the compared OMol25 structures with the same formula, charge and spin: 128.6 kcal per mole
orbital gap (spin up / spin down): 4.50 / 4.48 eV
multiplicity: 1

XYZ file:
```
13
Properties=species:S:1:pos:R:3:forces:R:3:mulliken_charge:R:1
C -1.178326 2.228559 -0.697712 1.8 -3.4 0.4 -1.000
C -0.150806 1.428184 -0.140981 1.7 -1.2 2.3 0.677
C -1.996927 1.407667 -1.299500 -1.9 -3.3 -1.6 0.621
C 1.330866 -0.453163 0.640669 -0.2 -1.4 -2.1 -0.519
C 0.367705 -1.684770 0.466687 1.5 0.3 4.4 -0.773
N 0.601704 0.756176 0.477378 -2.7 2.9 -2.3 -0.064
O -2.538926 0.478668 -1.745402 0.6 2.2 0.6 -0.257
S 1.529940 -2.978144 0.482061 0.5 -1.1 -0.2 -0.453
H -1.198148 3.202045 -0.531221 -0.5 4.2 0.3 0.474
H 1.875382 -0.465971 1.542324 0.3 -0.1 1.0 0.300
H 2.001454 -0.531839 -0.226752 0.1 0.2 0.4 0.335
H -0.344395 -1.693082 1.312469 0.5 0.1 0.4 0.280
H -0.299524 -1.694331 -0.280021 -1.8 0.7 -3.8 0.379
```
Forces are in eV/Å.

(7)
Density functional theory data (the ωB97M-V functional and the def2-TZVPD basis) for one molecule with the formula C5H5NOS.

Properties
energy above the lowest of the compared OMol25 structures with the same formula, charge and spin: 38.9 kcal per mole
orbital gap (spin up / spin down): 6.98 / 6.51 eV
multiplicity: 3

XYZ file:
```
13
Properties=species:S:1:pos:R:3:forces:R:3:lowdin_spin:R:1
C -0.008217 0.096157 1.675326 1.6 -4.6 1.0 0.197
C -0.551348 1.017210 0.883512 -0.8 1.5 -6.0 0.420
C 0.382770 -1.202782 1.167917 -0.1 3.9 6.1 0.337
C -0.476576 0.698466 -0.788693 0.2 -0.6 4.3 0.049
C -0.048342 -0.723166 -1.051592 -2.3 -1.5 2.0 0.076
N 0.254433 -1.603579 -0.040164 -0.6 -1.0 -6.4 0.397
O 1.203524 0.903816 -2.878915 0.1 0.2 -0.9 0.243
S 1.225809 0.612926 -1.449657 0.9 1.4 0.5 0.229
H 0.021460 0.240233 2.746848 0.0 0.0 0.1 0.003
H -1.030729 1.930779 1.177893 0.2 0.3 0.0 0.026
H 0.679544 -1.957334 1.886493 0.2 0.1 0.1 0.014
H -1.229234 1.191893 -1.380047 0.1 0.0 -0.5 0.006
H -0.423095 -1.204620 -1.948922 0.4 0.2 -0.3 0.002
```
Forces are in eV/Å.

(8)
Density functional theory data (the ωB97M-V functional and the def2-TZVPD basis) for one molecule with the formula C5H5NS.

Properties
energy above the lowest of the compared OMol25 structures with the same formula, charge and spin: 25.6 kcal per mole
orbital gap: 8.24 eV
multiplicity: 1

XYZ file:
```
12
Properties=species:S:1:pos:R:3:forces:R:3:mulliken_charge:R:1
C -1.588703 -0.903773 -0.035933 0.5 0.7 0.1 -0.043
C -0.331923 -0.408640 -0.042493 0.1 -1.1 -0.3 0.378
C 0.191085 0.920321 -0.022756 2.0 0.0 -0.4 -0.497
C 1.562306 0.826575 -0.096797 -1.3 -1.0 0.8 -0.495
C 1.840543 -0.648545 -0.067199 -2.1 1.7 0.5 -0.260
H -2.360171 1.151810 -0.002636 -0.7 -0.2 -0.1 0.115
H -1.661689 -1.960017 0.012233 -0.2 -0.9 -0.1 0.391
H -0.364639 1.809677 0.088221 -0.5 0.9 0.0 0.322
H 2.270117 1.632867 0.046738 0.0 -0.1 -0.3 0.378
H 2.765184 -1.064682 0.207073 1.2 -0.7 -0.4 0.413
N 0.741853 -1.343622 -0.043269 0.4 0.2 0.0 -0.566
S -3.063960 -0.011967 -0.043178 0.6 0.6 0.1 -0.136
```
Forces are in eV/Å.

(9)
Density functional theory data (the ωB97M-V functional and the def2-TZVPD basis) for one molecule with the formula C5H5NS2.

Properties
energy above the lowest of the compared OMol25 structures with the same formula, charge and spin: 79.1 kcal per mole
orbital gap: 10.19 eV
multiplicity: 1

XYZ file:
```
13
Properties=species:S:1:pos:R:3:forces:R:3:mulliken_charge:R:1
C -0.035322 0.617432 -0.153011 0.2 0.2 -3.1 -0.052
C 1.419214 0.422370 -0.231649 -0.6 -0.6 0.9 -0.446
C 2.509663 -0.087544 -0.222727 3.2 0.7 0.3 -0.077
C -0.678775 -0.843048 -0.339214 -2.4 2.2 3.3 -0.285
C -2.149200 -0.454710 -0.451560 -5.6 2.2 0.0 0.091
H -0.538002 2.807870 0.747330 0.3 1.2 -0.9 0.153
H -0.273737 1.053412 -1.221163 0.0 -0.1 2.3 0.320
H 3.657139 -0.169207 -0.136712 -2.7 -0.2 -0.3 0.349
H -0.258144 -1.396925 -1.144647 0.1 -0.2 -0.7 0.497
H 0.812203 -1.835151 0.991504 0.5 -0.2 0.4 0.133
N -3.264402 0.053324 -0.419238 6.9 -3.4 -0.4 -0.451
S -0.718920 1.649553 1.282378 0.4 -2.5 -0.3 -0.098
S -0.481721 -1.817380 1.298707 -0.2 0.6 -1.6 -0.133
```
Forces are in eV/Å.

(10)
Density functional theory data (the ωB97M-V functional and the def2-TZVPD basis) for one molecule with the formula C5H5NS3.

Properties
orbital gap (spin up / spin down): 7.87 / 4.96 eV
multiplicity: 3

XYZ file:
```
14
Properties=species:S:1:pos:R:3:forces:R:3:lowdin_spin:R:1
C 0.001384 1.796448 -0.075192 2.7 -3.3 -0.1 0.270
C -0.496120 0.478108 -0.046081 4.5 -1.3 0.6 0.222
C 1.949173 0.122196 0.071594 0.6 -1.3 0.0 0.029
C -0.846049 2.875937 -0.138003 -3.6 -1.0 0.8 0.615
C 0.657082 -1.936185 -0.225375 3.7 -0.6 2.9 -0.001
N 0.800113 -0.538661 0.125107 -2.5 2.9 -0.3 -0.011
S -1.972905 -0.163710 -0.056161 -1.5 -0.2 -0.1 0.487
S 3.517151 -0.447787 0.050715 -0.3 0.1 0.0 0.113
S 1.770208 1.825638 -0.062097 -1.9 1.0 0.2 0.212
H -0.564616 3.834658 -0.365037 0.5 2.1 -0.5 0.041
H -1.911256 2.517037 0.059633 1.4 1.3 -0.4 0.024
H 1.656622 -2.484191 0.210843 -2.1 1.4 -1.7 -0.001
H -0.069243 -2.427679 0.385051 -1.1 0.0 -0.3 0.000
H 0.577291 -1.921211 -1.275359 -0.3 -1.0 -1.2 0.000
```
Forces are in eV/Å.

Energy values, unit eV, following the record order: -10846.7889 -10843.3575 -10846.1056 -23732.4585 -14940.6599 -19633.4145 -19633.0419 -17589.7684 -28422.5440 -39257.9369.